Density functional theory data (ωB97M-V with the def2-TZVPD basis set) for a molecular structure, C3H4BrN.

Values from the calculation:
LUMO = 0.9 eV
Calculated total energy = -74705.089 eV
F_max = 0.1072 Eh/bohr
Energy above the lowest of the compared OMol25 structures with the same formula, charge and spin = 264.1 kJ/mol
Total charge = 0
HOMO energy = -9.3 eV
Gap between HOMO and LUMO = 10.2 eV

Structure (XYZ):
```
9
C3H4BrN, DFT ωB97M-V with the def2-TZVPD basis set
C 0.73 -1.12 -0.26
C -0.38 0.17 0.84
C -0.03 0.57 -0.68
N 0.36 -1.10 0.93
Br -1.51 1.05 -1.73
H 1.53 -1.75 -0.80
H -0.04 0.88 1.47
H -1.37 -0.01 0.94
H 0.72 1.30 -0.71
```

---

Density functional theory data (ωB97M-V with the def2-TZVPD basis set) for 14 unconnected molecules or ions with the total composition C90H218N14O26.

Values from the calculation:
LUMO = 0.2 eV
Calculated total energy = -170928.186 eV
F_max = 0.0783 Eh/bohr
Energy above the lowest of the compared OMol25 structures with the same formula, charge and spin = 1184.6 kJ/mol
Total charge = 0
HOMO energy = -7.9 eV
Gap between HOMO and LUMO = 8.1 eV

Structure (XYZ):
```
348
C90H218N14O26, DFT ωB97M-V with the def2-TZVPD basis set
C 5.73 -0.80 -4.20
C 5.74 0.17 -5.35
C 5.01 1.53 -4.92
C 5.83 2.47 -4.01
C 7.09 2.68 -4.78
C 7.94 1.48 -5.18
N 7.02 0.58 -5.94
O 7.71 -0.49 -6.48
C 9.08 2.01 -6.04
C 8.50 0.80 -3.90
C 4.91 -0.32 -6.61
H 4.77 -1.29 -4.02
H 6.05 -0.36 -3.25
H 6.55 -1.50 -4.31
H 4.92 2.03 -5.88
H 4.04 1.31 -4.48
H 5.91 2.29 -2.94
H 5.27 3.40 -3.91
H 7.68 3.28 -4.09
H 6.82 3.20 -5.70
H 9.66 1.21 -6.49
H 8.67 2.34 -7.00
H 9.79 2.63 -5.50
H 7.88 0.75 -3.01
H 8.81 -0.21 -4.18
H 9.37 1.33 -3.52
H 3.86 -0.47 -6.35
H 5.21 -1.27 -7.06
H 4.91 0.43 -7.41
H 7.35 -0.70 -7.34
C -6.88 1.33 -1.39
C -8.00 1.72 -2.36
C -9.41 1.45 -1.67
C -9.89 2.58 -0.75
C -9.86 4.01 -1.47
C -8.46 4.30 -2.16
N -7.96 3.08 -2.92
O -6.85 3.38 -3.66
C -8.68 5.48 -3.23
C -7.43 4.85 -1.18
C -7.84 0.78 -3.60
H -5.83 1.55 -1.62
H -6.89 0.31 -1.01
H -6.99 1.89 -0.46
H -10.30 1.10 -2.21
H -9.29 0.74 -0.85
H -9.23 2.60 0.12
H -10.91 2.41 -0.40
H -9.85 4.72 -0.65
H -10.86 4.29 -1.80
H -9.03 6.46 -2.92
H -7.81 5.78 -3.81
H -9.51 5.19 -3.88
H -6.38 4.81 -1.47
H -7.63 5.93 -1.14
H -7.43 4.29 -0.24
H -7.16 1.09 -4.40
H -8.81 0.72 -4.09
H -7.61 -0.26 -3.35
H -7.11 3.15 -4.56
C -7.24 -6.78 -2.44
O -5.88 -7.16 -2.71
C -5.38 -8.43 -2.30
C -4.00 -8.70 -2.95
N -3.09 -7.48 -2.73
C -1.60 -7.67 -3.09
C -1.01 -6.27 -3.14
O -1.22 -5.59 -4.37
C -2.36 -4.79 -4.46
H -7.24 -5.92 -1.77
H -7.86 -7.61 -2.11
H -7.66 -6.31 -3.33
H -6.09 -9.26 -2.41
H -5.33 -8.27 -1.22
H -4.18 -8.63 -4.02
H -3.46 -9.60 -2.63
H -3.68 -6.77 -3.14
H -1.39 -8.24 -3.99
H -1.15 -8.16 -2.22
H 0.05 -6.47 -2.98
H -1.22 -5.72 -2.22
H -2.79 -4.27 -3.61
H -2.99 -5.53 -4.98
H -2.11 -4.03 -5.20
C 2.47 -7.75 -2.89
O 3.40 -6.63 -2.70
C 4.10 -6.78 -1.46
C 5.49 -6.03 -1.46
N 5.07 -4.65 -1.14
C 6.07 -3.54 -1.19
C 7.39 -3.75 -0.38
O 7.08 -3.39 1.00
C 6.55 -4.48 1.75
H 1.85 -7.64 -3.78
H 1.70 -7.84 -2.13
H 3.02 -8.68 -2.77
H 4.29 -7.85 -1.33
H 3.40 -6.37 -0.73
H 6.05 -6.10 -2.39
H 6.03 -6.42 -0.60
H 4.42 -4.43 -1.88
H 5.67 -2.62 -0.76
H 6.22 -3.21 -2.22
H 8.20 -3.05 -0.63
H 7.73 -4.77 -0.55
H 7.34 -5.12 2.13
H 5.80 -5.15 1.33
H 6.16 -3.99 2.65
C -4.25 6.45 0.95
O -3.49 5.93 -0.17
C -3.41 6.56 -1.34
C -2.61 5.62 -2.28
N -3.40 4.43 -2.69
C -2.82 3.91 -3.92
C -3.31 2.57 -4.25
O -3.15 2.41 -5.68
C -3.78 1.28 -6.34
H -3.83 6.02 1.86
H -5.23 5.97 0.97
H -4.37 7.53 1.07
H -2.85 7.50 -1.31
H -4.41 6.89 -1.63
H -1.80 5.20 -1.67
H -2.26 6.20 -3.13
H -4.34 4.77 -2.81
H -1.75 3.82 -3.73
H -3.01 4.70 -4.64
H -4.33 2.45 -3.87
H -2.66 1.88 -3.73
H -3.13 0.99 -7.16
H -4.64 1.67 -6.89
H -3.77 0.33 -5.79
C -1.26 4.19 3.73
O -0.82 5.57 3.63
C 0.36 5.66 2.81
C 0.14 6.77 1.80
N 0.02 8.08 2.31
C -0.47 9.02 1.30
C -0.12 10.51 1.70
O -1.23 10.88 2.60
C -1.24 12.15 3.12
H -1.45 3.78 2.74
H -2.20 4.50 4.19
H -0.68 3.52 4.36
H 0.48 4.82 2.14
H 1.25 5.80 3.43
H -0.70 6.44 1.20
H 1.02 6.70 1.15
H -0.73 8.11 2.98
H -1.49 9.05 0.92
H 0.03 8.77 0.36
H -0.12 11.23 0.88
H 0.87 10.56 2.15
H -1.69 12.84 2.40
H -0.18 12.30 3.31
H -1.84 12.41 3.99
C -8.01 -3.44 3.83
O -7.12 -2.38 3.46
C -7.00 -1.99 2.08
C -5.64 -1.34 2.03
N -5.69 0.15 2.08
C -6.12 0.48 3.39
C -7.01 1.72 3.41
O -7.16 2.24 4.82
C -8.02 1.34 5.65
H -8.35 -3.58 4.86
H -7.44 -4.36 3.69
H -8.86 -3.17 3.20
H -7.78 -1.26 1.88
H -7.00 -2.75 1.29
H -5.29 -1.59 1.03
H -4.95 -1.86 2.70
H -4.83 0.64 1.87
H -5.17 0.63 3.89
H -6.66 -0.34 3.87
H -7.97 1.47 2.97
H -6.51 2.53 2.89
H -8.47 1.96 6.42
H -7.54 0.43 6.02
H -8.85 1.08 5.00
C 8.24 -0.28 2.32
O 7.54 0.99 2.27
C 6.91 1.30 3.41
C 6.67 2.80 3.66
N 7.89 3.54 3.58
C 7.75 5.00 3.95
C 7.28 5.38 5.45
O 8.56 5.32 6.17
C 8.87 3.98 6.60
H 7.48 -0.96 2.72
H 9.15 -0.12 2.90
H 8.64 -0.64 1.37
H 7.56 0.99 4.23
H 5.93 0.82 3.39
H 6.27 2.96 4.67
H 5.92 3.08 2.92
H 8.20 3.32 2.64
H 6.98 5.39 3.27
H 8.67 5.51 3.68
H 6.48 4.72 5.78
H 6.91 6.39 5.59
H 9.51 4.01 7.48
H 9.55 3.50 5.90
H 7.99 3.39 6.86
C 4.98 0.07 -0.10
O 3.82 -0.40 -0.83
C 2.58 -0.67 -0.08
C 1.63 -1.28 -1.20
N 0.18 -1.34 -0.85
C -0.30 -0.12 -0.24
C -1.64 0.36 -0.64
O -1.99 1.45 0.19
C -3.13 2.16 -0.16
H 5.00 -0.49 0.84
H 4.80 1.12 0.14
H 5.90 0.13 -0.67
H 2.20 0.16 0.52
H 2.92 -1.33 0.71
H 2.07 -2.25 -1.46
H 1.75 -0.65 -2.08
H -0.25 -2.09 -0.33
H 0.42 0.68 -0.45
H -0.25 -0.20 0.84
H -2.38 -0.44 -0.61
H -1.72 0.63 -1.69
H -3.16 2.37 -1.23
H -3.11 3.15 0.31
H -4.02 1.68 0.23
C 1.99 5.51 -4.64
O 2.02 4.22 -4.17
C 1.67 4.09 -2.74
C 1.98 2.66 -2.18
N 1.01 1.62 -2.65
C 0.89 1.44 -4.12
C 0.45 0.02 -4.43
O 1.48 -0.96 -4.24
C 1.22 -2.20 -4.91
H 2.92 5.77 -5.13
H 1.89 6.27 -3.87
H 1.23 5.72 -5.39
H 0.65 4.47 -2.65
H 2.16 4.90 -2.20
H 1.81 2.72 -1.11
H 3.02 2.36 -2.32
H 1.33 0.66 -2.58
H 1.88 1.48 -4.58
H 0.33 2.33 -4.42
H 0.14 0.24 -5.45
H -0.37 -0.21 -3.75
H 1.24 -1.99 -5.97
H 0.31 -2.71 -4.60
H 2.05 -2.85 -4.61
C 1.40 -6.07 1.81
O 0.98 -7.27 2.33
C 1.79 -8.40 2.23
C 1.56 -8.92 0.79
N 0.15 -9.23 0.36
C -0.57 -9.97 1.30
C -2.00 -10.28 0.91
O -2.65 -11.04 2.03
C -3.81 -11.73 1.77
H 1.00 -6.09 0.79
H 2.48 -5.94 1.70
H 0.82 -5.26 2.25
H 1.54 -9.23 2.90
H 2.84 -8.17 2.42
H 2.13 -9.81 0.50
H 1.92 -8.28 -0.02
H -0.27 -8.37 0.04
H -0.51 -9.27 2.13
H -0.05 -10.92 1.46
H -1.85 -11.03 0.13
H -2.61 -9.48 0.49
H -3.57 -12.74 2.07
H -4.17 -11.84 0.75
H -4.64 -11.45 2.42
C -1.56 -2.56 2.34
O -1.38 -3.07 0.99
C -1.78 -4.44 0.84
C -3.19 -4.54 0.32
N -3.52 -5.96 0.16
C -4.00 -6.45 1.45
C -5.47 -6.03 1.76
O -6.36 -6.97 1.18
C -7.64 -6.87 1.76
H -2.62 -2.53 2.60
H -1.07 -1.58 2.29
H -1.13 -3.12 3.17
H -1.68 -4.86 1.84
H -1.03 -4.89 0.18
H -3.19 -4.10 -0.67
H -3.88 -3.86 0.82
H -4.20 -6.14 -0.56
H -3.36 -6.18 2.30
H -4.01 -7.53 1.39
H -5.85 -5.10 1.34
H -5.60 -5.84 2.82
H -7.64 -7.28 2.78
H -8.28 -7.48 1.12
H -8.03 -5.86 1.81
C 2.96 -1.11 6.87
O 3.39 -0.13 6.00
C 3.07 -0.30 4.66
C 1.63 0.11 4.43
N 0.72 -0.94 4.92
C -0.50 -0.28 5.36
C -1.19 -1.10 6.40
O -0.34 -1.09 7.53
C -0.87 -1.68 8.66
H 3.75 -1.16 7.62
H 2.90 -2.06 6.34
H 2.06 -0.92 7.46
H 3.27 -1.28 4.25
H 3.75 0.35 4.11
H 1.49 0.44 3.40
H 1.43 1.09 4.87
H 1.24 -1.38 5.67
H -1.07 -0.17 4.44
H -0.42 0.74 5.73
H -1.42 -2.10 6.04
H -2.16 -0.68 6.68
H -1.34 -2.66 8.62
H -1.72 -1.09 9.00
H -0.15 -1.67 9.48
C 4.00 6.72 4.09
O 4.56 6.53 2.78
C 4.12 7.47 1.80
C 4.36 7.06 0.36
N 3.76 5.83 -0.08
C 4.38 4.61 0.50
C 5.91 4.42 0.38
O 6.41 4.43 -0.98
C 7.83 4.32 -1.07
H 3.09 7.31 4.25
H 4.48 7.57 4.59
H 4.05 5.81 4.69
H 4.52 8.44 2.10
H 3.04 7.53 1.84
H 5.43 7.00 0.13
H 3.86 7.86 -0.18
H 3.55 5.77 -1.07
H 3.98 3.72 0.03
H 4.12 4.56 1.56
H 6.21 3.51 0.89
H 6.40 5.14 1.04
H 8.28 4.31 -2.06
H 8.26 3.51 -0.49
H 8.20 5.28 -0.70
```

---

Density functional theory data (ωB97M-V with the def2-TZVPD basis set) for H4N2O2S in the gas phase.

Values from the calculation:
LUMO = 0.4 eV
Calculated total energy = -17974.517 eV
F_max = 0.0871 Eh/bohr
Energy above the lowest of the compared OMol25 structures with the same formula, charge and spin = 60.6 kJ/mol
Total charge = 0
HOMO energy = -10.7 eV
Structure (SMILES) = NS(N)(=O)=O
Gap between HOMO and LUMO = 11.1 eV

Structure (XYZ):
```
9
H4N2O2S, DFT ωB97M-V with the def2-TZVPD basis set
N 0.39 0.17 -1.37
N 0.28 -0.56 1.06
O -0.24 1.88 0.33
O -1.85 0.04 -0.10
S -0.50 0.47 0.01
H 0.41 -0.85 -1.64
H 1.39 0.47 -1.27
H 0.51 -0.37 2.03
H -0.39 -1.27 0.96
```

---

Which of these has the lowest gap between HOMO and LUMO?
C90H218N14O26